[1]
This record from the OMol25 dataset describes the molecule C5H8N2O at a distorted geometry. The level of theory is the ωB97M-V functional and the def2-TZVPD basis.

Results
Spin multiplicity = 1
Kohn-Sham gap = 0.3960 hartree
SMILES string = CCNC(=O)CC#N

CARTESIAN COORDINATES (ANGSTROEM)
C1 0.4814 0.8328 -0.0718
N1 0.1440 -0.5273 -0.0879
O1 -0.2031 1.7493 -0.3124
H1 0.6699 -1.2166 -0.5217
N2 3.4551 -1.1488 0.0653
H2 2.4547 1.6754 -0.8077
C2 2.8417 -0.1109 0.1384
C3 -1.2035 -0.8049 -0.5426
H3 -1.9970 -0.8095 1.5292
C4 -2.1866 -0.2728 0.5307
H4 -3.3329 -0.5714 0.3959
H5 -1.1678 -1.8374 -0.7925
C5 2.0024 1.0880 0.1418
H6 2.0802 1.5815 0.8695
H7 -1.7510 -0.5793 -1.3556
H8 -2.2874 0.9520 0.8213



[2]
This record from the OMol25 dataset describes a structure of composition C5H8N2O2 at a distorted geometry. The level of theory is the ωB97M-V functional and the def2-TZVPD basis.

Results
Spin multiplicity = 1
Kohn-Sham gap = 0.3387 hartree

CARTESIAN COORDINATES (ANGSTROEM)
H1 -0.5997 2.5504 1.4087
H2 -2.0368 2.5519 0.2898
C1 -1.3298 1.6934 0.6745
H3 0.2758 1.8924 -1.5341
C2 2.1902 -0.7396 -0.2287
C3 -2.6275 -1.0640 -0.1106
O1 0.5276 1.6897 -0.7090
H4 -1.4003 -2.4187 0.6727
C4 -1.3288 -1.4137 0.0766
C5 -0.2160 -0.5438 -0.0491
N1 0.8787 -1.3061 -0.1336
H5 2.6022 -0.9605 -1.2744
N2 -0.4272 0.8960 -0.2697
O2 2.7390 -0.0835 0.7736
H6 -2.0612 0.9352 1.3253
H7 -2.7563 -0.2658 -0.7457
H8 -3.4462 -1.8581 -0.0119



[3]
This record from the OMol25 dataset describes the molecule C5H8N2O2 at a distorted geometry. The level of theory is the ωB97M-V functional and the def2-TZVPD basis.

Results
Spin multiplicity = 1
Kohn-Sham gap = 0.3346 hartree
SMILES string = [H]/N=C/N(O)C(=C)OC=C

CARTESIAN COORDINATES (ANGSTROEM)
C1 -1.5288 -1.0694 0.1478
H1 -1.2530 1.0984 1.8249
C2 1.8873 -0.7578 0.0927
H2 -1.7830 -2.7389 -0.6428
C3 0.2045 0.7834 -0.4242
H3 2.2357 -1.2667 1.9543
H4 2.6891 -1.5256 -0.3585
H5 1.5056 2.3085 -1.2549
C4 1.7729 -0.5524 1.4163
N1 -0.8774 0.2230 0.1736
C5 0.4411 2.0150 -0.9178
H6 1.3450 0.3423 1.9518
H7 -0.2443 2.7735 -0.6737
O1 -1.7002 1.2693 0.8625
N2 -1.2077 -1.8446 -0.9767
O2 1.1742 -0.1370 -0.8675
H8 -2.3535 -1.2112 0.9714



[4]
This record from the OMol25 dataset describes a cluster of 3 separate species, C5H8N2O2 in total at a distorted geometry. The level of theory is the ωB97M-V functional and the def2-TZVPD basis.

Results
Spin multiplicity = 1
Kohn-Sham gap (alpha / beta) = 0.2503 / 0.2523 hartree

CARTESIAN COORDINATES (ANGSTROEM)
O1 4.6830 1.4027 0.2680
N1 -1.2351 -3.2190 0.1323
C1 -1.0015 -0.5259 -0.2046
H1 1.2805 1.7225 -0.8001
H2 -1.4136 -0.6732 -1.1634
C2 5.0284 0.3268 0.4350
H3 0.1776 0.7216 0.8389
C3 0.3664 1.2703 -0.9892
O2 5.2614 -0.8023 0.5280
N2 -0.0542 0.4101 -0.0925
H4 -2.4297 0.1351 1.0718
H5 -0.1868 -2.7788 -1.7481
C4 -1.9342 -0.8649 0.8916
H6 -2.5601 -1.6360 0.5051
H7 0.0633 1.3449 -2.0178
H8 -1.4798 -0.9803 1.8340
C5 -0.8736 -2.8362 -0.8700



[5]
This record from the OMol25 dataset describes the molecule C5H8N2O2 at a distorted geometry. The level of theory is the ωB97M-V functional and the def2-TZVPD basis.

Results
Spin multiplicity = 1
Kohn-Sham gap = 0.3622 hartree
SMILES string = [H]/N=C(/N)C(=C)CC(=O)O

CARTESIAN COORDINATES (ANGSTROEM)
C1 0.6871 1.8512 -0.4804
C2 0.2455 0.6594 -0.0944
H1 -0.7952 -0.1717 1.6526
H2 0.1831 2.7629 -0.2004
H3 1.5810 1.9586 -1.0730
C3 -1.7608 -0.4357 -0.2337
C4 1.1758 -0.6293 -0.1024
H4 -1.5364 1.3266 0.9337
H5 2.3196 0.1700 1.3904
O1 -1.5803 -0.1953 -1.4220
H6 -3.2660 -1.5707 -0.4436
H7 0.4334 -1.4323 -1.6774
N1 2.0813 -0.6880 0.9223
H8 2.8278 -1.3558 0.8019
N2 1.1706 -1.5357 -0.9872
C5 -0.9806 0.4026 0.7456
O2 -2.7859 -1.1168 0.2683



[6]
This record from the OMol25 dataset describes a cluster of 2 separate species, C5H8N2O2S in total at a distorted geometry. The level of theory is the ωB97M-V functional and the def2-TZVPD basis.

Results
Spin multiplicity = 1
Kohn-Sham gap = 0.3232 hartree
SMILES string = [O-][N@+]12CCC[C@H]1S2.N=C=O

CARTESIAN COORDINATES (ANGSTROEM)
S1 0.9686 -1.4456 1.1825
N1 -0.4202 -0.1360 0.9498
H1 -0.1724 -2.3194 -1.5396
C1 -3.2502 -3.7973 1.2419
C2 -0.6657 -1.4338 -1.0993
H2 -1.4838 -2.0211 1.0765
N2 -2.3636 -4.4049 1.6843
H3 0.6423 1.3742 0.1409
H4 -2.3076 -5.1248 2.3746
O1 -3.9910 -3.0765 0.7491
C3 0.0906 -0.1071 -1.3672
H5 -0.3618 0.5401 -2.2839
H6 -1.6777 -1.3570 -1.3353
H7 -0.9977 1.3694 -0.2146
O2 -1.1102 0.2398 1.9499
C4 -0.1539 0.8083 -0.1873
H8 1.1492 -0.3472 -1.5125
C5 -0.6867 -1.4535 0.4140



[7]
This record from the OMol25 dataset describes a cluster of 2 separate species, C5H8N2O2S in total at a distorted geometry. The level of theory is the ωB97M-V functional and the def2-TZVPD basis.

Results
Spin multiplicity = 1
Kohn-Sham gap (alpha / beta) = 0.3688 / 0.1582 hartree

CARTESIAN COORDINATES (ANGSTROEM)
H1 0.0741 -0.4710 2.0694
H2 0.7609 -1.7568 3.1918
H3 1.4779 -3.2053 0.7626
N1 4.4996 -0.7939 1.7894
C1 0.7950 -1.3167 2.1757
C2 1.1727 -2.1527 0.9396
H4 0.8558 2.1484 -1.3364
H5 -1.0921 2.8288 -1.5489
H6 -1.7826 1.3811 -2.3334
O1 -0.3898 -0.5512 -1.3293
S1 -0.3314 0.7454 -0.6348
C3 2.0313 -1.1488 1.4732
N2 1.0873 1.4093 -0.5535
C4 3.3682 -0.9014 1.5891
C5 -1.4800 1.8796 -1.4798
H7 -2.3214 2.0975 -0.8893
O2 -0.8333 0.5809 0.7381
H8 0.4966 -1.7514 0.0822